{"formula": "C23H28N2O4ReS4", "method": "wB97M-V/def2-TZVPD", "elements": ["Re", "C", "C", "S", "C", "C", "S", "C", "C", "S", "H", "H", "H", "H", "H", "H", "H", "H", "H", "H", "H", "H", "N", "C", "C", "C", "C", "C", "C", "C", "H", "H", "H", "H", "C", "C", "C", "C", "C", "C", "C", "S", "O", "O", "N", "C", "C", "C", "O", "O", "H", "H", "H", "H", "H", "H", "H", "H", "H", "H", "H", "H"], "coordinates": [[0.5705, 1.6144, 0.6707], [3.6622, 2.3240, 0.1103], [3.6538, 2.3575, 1.6298], [2.0141, 2.3584, 2.4634], [1.6092, 4.1369, 2.7470], [1.1639, 4.9098, 1.5307], [-0.0396, 3.9849, 0.4682], [0.6168, 4.4762, -1.1649], [1.8392, 3.7227, -1.6576], [3.3878, 3.9555, -0.6909], [2.9458, 1.6073, -0.2979], [4.6601, 2.0108, -0.1989], [4.2197, 3.2067, 2.0043], [4.1157, 1.4417, 2.0078], [2.4889, 4.6020, 3.1927], [0.8214, 4.1033, 3.4993], [2.0130, 5.1694, 0.9040], [0.6469, 5.8174, 1.8401], [0.7889, 5.5507, -1.1196], [-0.2045, 4.2840, -1.8557], [2.0694, 4.0979, -2.6569], [1.6250, 2.6558, -1.7369], [-5.6230, 0.3417, 4.5734], [-4.6567, 0.5426, 3.9961], [-3.4706, 0.7946, 3.2618], [-2.3861, 1.4172, 3.8842], [-1.2322, 1.6603, 3.1655], [-1.1426, 1.3020, 1.8215], [-2.2332, 0.6898, 1.2079], [-3.3898, 0.4270, 1.9177], [-2.4571, 1.7091, 4.9205], [-0.3929, 2.1204, 3.6691], [-2.1893, 0.4142, 0.1619], [-4.2304, -0.0486, 1.4370], [-1.6457, -5.0760, 1.4197], [-1.4514, -4.7734, -0.0240], [-2.2805, -3.8447, -0.6624], [-2.0322, -3.4567, -1.9672], [-0.9811, -4.0441, -2.6477], [-0.1550, -4.9831, -2.0548], [-0.4043, -5.3570, -0.7445], [-0.6383, -3.4852, -4.3318], [-0.2107, -4.5513, -5.1569], [-1.6522, -2.5604, -4.6991], [0.7374, -2.5769, -3.9585], [0.6518, -1.3704, -3.2025], [1.1434, -1.5508, -1.7576], [0.8402, -0.3828, -0.8668], [0.0718, 0.5590, -1.2028], [1.3843, -0.3033, 0.2724], [-2.6995, -5.0408, 1.6813], [-1.1311, -4.3303, 2.0288], [-1.2417, -6.0502, 1.6756], [-3.1324, -3.4360, -0.1371], [-2.6611, -2.7436, -2.4758], [0.6435, -5.4350, -2.6234], [0.2158, -6.1104, -0.2789], [1.6298, -3.0420, -4.0173], [-0.3948, -1.0606, -3.2334], [1.2444, -0.5949, -3.7006], [2.2209, -1.7290, -1.7304], [0.6646, -2.4273, -1.3099]], "total_charge": 2, "s2": 1.188, "e_tot_ha": -2974.06934, "homo_energy_ev": [-13.355, -13.356], "orbital_gap_ev": [3.38, 3.93], "spin_multiplicity": 2, "relative_energy_kcal_mol": 23.9}



{"formula": "C23H28N4O4", "method": "wB97M-V/def2-TZVPD", "elements": ["C", "O", "C", "C", "C", "C", "O", "C", "C", "O", "N", "C", "C", "C", "C", "C", "C", "N", "C", "C", "C", "N", "C", "C", "O", "C", "C", "N", "C", "C", "C", "H", "H", "H", "H", "H", "H", "H", "H", "H", "H", "H", "H", "H", "H", "H", "H", "H", "H", "H", "H", "H", "H", "H", "H", "H", "H", "H", "H"], "coordinates": [[3.2892, -1.0226, -3.0975], [2.9743, -2.2610, -2.4970], [2.9964, -2.3481, -1.1383], [2.7975, -3.6230, -0.6020], [2.7994, -3.8197, 0.7596], [3.0051, -2.7484, 1.6284], [2.9679, -3.0535, 2.9736], [3.0994, -1.9936, 3.8926], [1.9826, -0.9475, 3.7502], [2.1681, 0.2277, 3.9703], [0.8149, -1.5136, 3.3610], [-0.3028, -0.8875, 2.7886], [-1.4678, -1.6574, 2.6481], [-2.5855, -1.1721, 2.0024], [-2.5051, 0.1066, 1.4766], [-1.3403, 0.8928, 1.6278], [-0.2308, 0.4063, 2.3035], [-1.5028, 2.0699, 0.9473], [-2.6852, 2.0136, 0.4021], [-3.1906, 3.0537, -0.5234], [-3.0655, 2.6306, -2.0166], [-1.7736, 2.2165, -2.4879], [-0.6923, 3.1640, -2.2974], [0.5465, 2.6142, -2.9955], [0.9973, 1.3897, -2.4371], [0.0275, 0.7502, -1.6312], [-1.3708, 0.8371, -2.2409], [-3.3623, 0.8591, 0.7069], [-4.6725, 0.4523, 0.2890], [3.2051, -1.4824, 1.1012], [3.1984, -1.2828, -0.2718], [4.2899, -0.6870, -2.8075], [3.2706, -1.2091, -4.1703], [2.5586, -0.2467, -2.8522], [2.6419, -4.4477, -1.2790], [2.6473, -4.8028, 1.1767], [3.0439, -2.4567, 4.8826], [4.0675, -1.4871, 3.7993], [0.8065, -2.5255, 3.3219], [-1.4779, -2.6628, 3.0436], [-3.4701, -1.7812, 1.8926], [0.6564, 1.0036, 2.4164], [-4.2397, 3.2823, -0.3252], [-2.6020, 3.9547, -0.3549], [-3.7634, 1.8154, -2.2231], [-3.3705, 3.4937, -2.6192], [-0.9800, 4.1086, -2.7678], [-0.4661, 3.3528, -1.2375], [1.3760, 3.3245, -2.9207], [0.3143, 2.4522, -4.0578], [0.0244, 1.1897, -0.6258], [0.3381, -0.2950, -1.5502], [-1.3701, 0.3039, -3.2030], [-2.0707, 0.3259, -1.5752], [-5.2584, 1.3219, -0.0035], [-4.6184, -0.2390, -0.5581], [-5.1770, -0.0504, 1.1153], [3.3656, -0.6273, 1.7375], [3.3415, -0.2825, -0.6470]], "e_tot_ha": -1413.21736, "homo_energy_ev": -7.917, "orbital_gap_ev": 8.48, "spin_multiplicity": 1, "relative_energy_kcal_mol": 53.9, "smiles": "COc1ccc(OCC(=O)Nc2ccc3c(c2)nc(CCN2CCOCC2)n3C)cc1"}



{"formula": "C23H28N4O6", "method": "wB97M-V/def2-TZVPD", "elements": ["C", "O", "C", "O", "C", "C", "C", "C", "C", "N", "C", "C", "O", "N", "C", "C", "C", "C", "C", "C", "O", "C", "C", "C", "O", "N", "C", "C", "C", "C", "O", "N", "C", "H", "H", "H", "H", "H", "H", "H", "H", "H", "H", "H", "H", "H", "H", "H", "H", "H", "H", "H", "H", "H", "H", "H", "H", "H", "H", "H", "H"], "coordinates": [[-8.0392, -1.8798, -0.8096], [-6.9570, -0.9628, -0.7519], [-5.8553, -1.3983, -0.1274], [-5.7615, -2.4985, 0.3603], [-4.7705, -0.3853, -0.1084], [-4.8617, 0.8152, -0.8064], [-3.8182, 1.7194, -0.7340], [-2.6822, 1.4336, 0.0042], [-2.5738, 0.2238, 0.6874], [-1.4354, -0.0688, 1.4666], [-1.0111, 0.9312, 2.4297], [-0.2455, 2.1064, 1.8104], [-0.4464, 3.2468, 2.1808], [0.6321, 1.7719, 0.8515], [1.3783, 2.7695, 0.1151], [2.9004, 2.5854, 0.2907], [3.4778, 2.5281, -1.1254], [2.3412, 1.9331, -1.9511], [1.1157, 2.6546, -1.3990], [-0.7629, -1.2544, 1.4280], [0.0714, -1.5423, 2.2637], [-1.0371, -2.1526, 0.2295], [0.1923, -3.0310, 0.0057], [1.4419, -2.1741, -0.0954], [1.4240, -0.9819, -0.3164], [2.5854, -2.8959, 0.0612], [3.8760, -2.4116, 0.0495], [4.3388, -1.0856, -0.1380], [5.6956, -1.2059, -0.0439], [6.7938, -0.2152, -0.1496], [6.0127, -2.4921, 0.1760], [4.8820, -3.2369, 0.2329], [-3.6369, -0.6699, 0.6439], [-8.8424, -1.3701, -1.3352], [-8.3548, -2.1577, 0.1980], [-7.7421, -2.7841, -1.3449], [-5.7441, 1.0317, -1.3862], [-3.8841, 2.6602, -1.2589], [-1.8841, 2.1561, 0.0541], [-1.8756, 1.3369, 2.9612], [-0.3534, 0.4283, 3.1460], [0.7892, 0.8048, 0.5956], [1.0423, 3.7330, 0.5070], [3.0808, 1.6472, 0.8171], [3.3383, 3.3877, 0.8817], [3.6974, 3.5369, -1.4796], [4.3946, 1.9420, -1.1799], [2.2512, 0.8635, -1.7603], [2.4725, 2.0870, -3.0212], [0.1895, 2.1187, -1.6027], [1.0401, 3.6513, -1.8353], [-1.2354, -1.5357, -0.6478], [-1.9030, -2.7876, 0.4138], [0.3059, -3.7197, 0.8438], [0.0843, -3.6099, -0.9142], [2.5240, -3.8847, 0.2602], [3.7461, -0.2164, -0.3083], [6.4789, 0.7382, 0.2663], [7.0663, -0.0652, -1.1941], [7.6671, -0.5799, 0.3844], [-3.6145, -1.5887, 1.2089]], "e_tot_ha": -1563.76381, "homo_energy_ev": -9.004, "orbital_gap_ev": 9.26, "spin_multiplicity": 1, "relative_energy_kcal_mol": 0.5, "smiles": "COC(=O)c1cccc(N(CC(=O)NC2CCCC2)C(=O)CCC(=O)Nc2cc(C)on2)c1"}



{"formula": "C23H28N6O2S", "method": "wB97M-V/def2-TZVPD", "elements": ["H", "N", "C", "C", "C", "C", "N", "N", "C", "N", "C", "S", "C", "C", "O", "N", "C", "C", "C", "C", "C", "C", "C", "C", "N", "C", "C", "C", "C", "C", "O", "C", "C", "H", "H", "H", "H", "H", "H", "H", "H", "H", "H", "H", "H", "H", "H", "H", "H", "H", "H", "H", "H", "H", "H", "H", "H", "H", "H", "H"], "coordinates": [[0.1127, 2.6451, -3.1021], [0.8480, 2.9934, -2.4956], [1.3757, 2.1409, -1.7277], [2.4283, 2.4718, -0.8091], [3.0911, 3.6394, -0.4722], [2.9402, 5.0151, -0.9952], [3.9687, 3.2863, 0.4907], [3.9347, 1.9832, 0.8105], [3.0034, 1.4729, 0.0242], [2.6105, 0.1685, -0.0051], [1.6598, -0.1140, -0.8293], [1.0907, -1.7726, -0.9119], [2.2369, -2.6236, 0.2187], [1.7798, -2.5377, 1.6742], [1.1744, -3.4441, 2.2078], [2.1674, -1.4048, 2.2792], [1.7324, -1.0527, 3.6074], [0.5299, -0.0934, 3.5744], [-0.6442, -0.7190, 2.8727], [-0.9730, -0.3927, 1.6302], [-2.0987, -1.0076, 0.8572], [-3.0208, -1.8307, 1.7513], [-2.1921, -2.6706, 2.7146], [-1.4096, -1.7538, 3.6476], [1.0283, 0.7646, -1.6616], [-0.0582, 0.3066, -2.4616], [0.1762, -0.4783, -3.5849], [-0.9031, -0.9126, -4.3287], [-2.1994, -0.5745, -3.9764], [-2.4305, 0.2247, -2.8609], [-3.6499, 0.6212, -2.4192], [-4.7959, 0.1744, -3.1047], [-1.3441, 0.6720, -2.1088], [3.8693, 5.3589, -1.4488], [2.1543, 5.0071, -1.7453], [2.6736, 5.7059, -0.1960], [4.6219, 3.8875, 0.9683], [2.2184, -3.6640, -0.1038], [3.2210, -2.1820, 0.0754], [2.5642, -0.6716, 1.6945], [2.5668, -0.5825, 4.1353], [1.4627, -1.9819, 4.1139], [0.8294, 0.8231, 3.0603], [0.2614, 0.1570, 4.6032], [-0.3949, 0.3557, 1.0995], [-2.6699, -0.2258, 0.3489], [-1.6704, -1.6468, 0.0765], [-3.6600, -2.4682, 1.1369], [-3.6663, -1.1607, 2.3248], [-2.8365, -3.3336, 3.2954], [-1.4847, -3.2845, 2.1549], [-0.7204, -2.3487, 4.2488], [-2.0937, -1.2461, 4.3375], [1.1849, -0.7430, -3.8588], [-0.7369, -1.5260, -5.2009], [-3.0178, -0.9367, -4.5774], [-4.8115, 0.5336, -4.1385], [-4.8670, -0.9176, -3.0952], [-5.6427, 0.5951, -2.5653], [-1.5246, 1.2987, -1.2497]], "e_tot_ha": -1770.47601, "homo_energy_ev": -8.313, "orbital_gap_ev": 8.92, "spin_multiplicity": 1, "relative_energy_kcal_mol": 13.1, "smiles": "[H]/N=c1/c2c(C)[nH]nc2nc(SCC(=O)NCCC2=CCCCC2)n1-c1cccc(OC)c1"}



{"formula": "C23H28O10PS2", "method": "wB97M-V/def2-TZVPD", "elements": ["C", "C", "O", "C", "O", "C", "C", "C", "S", "O", "O", "C", "C", "C", "C", "C", "C", "S", "O", "O", "C", "C", "C", "C", "O", "C", "C", "C", "P", "O", "O", "C", "C", "O", "C", "C", "H", "H", "H", "H", "H", "H", "H", "H", "H", "H", "H", "H", "H", "H", "H", "H", "H", "H", "H", "H", "H", "H", "H", "H", "H", "H", "H", "H"], "coordinates": [[1.7626, 3.5079, -1.6059], [1.3241, 3.3063, -0.1854], [0.6427, 2.0398, 0.0718], [-0.5131, 1.8073, -0.5817], [-0.9074, 2.5530, -1.4542], [-1.1465, 0.5242, -0.0294], [-0.1714, -0.5367, 0.0284], [1.0657, -0.4045, -0.8667], [2.7043, -0.5291, -0.3561], [3.2858, 0.7903, -0.1656], [2.8837, -1.5562, 0.6455], [3.3944, -1.1555, -1.8856], [4.6866, -1.6598, -2.0489], [5.0609, -2.1489, -3.3035], [4.1699, -2.1065, -4.3841], [2.8939, -1.5656, -4.2171], [2.5309, -1.0979, -2.9573], [0.9139, -0.4412, -2.5905], [-0.0340, -1.4243, -3.0447], [0.8947, 0.9032, -3.1351], [0.1445, -0.8927, 1.4946], [0.8436, -0.0140, 2.3105], [1.0131, -0.2718, 3.6681], [0.4018, -1.4159, 4.2342], [0.4743, -1.7655, 5.5465], [1.3193, -1.0099, 6.4354], [-0.3644, -2.2717, 3.4082], [-0.4742, -2.0149, 2.0585], [-2.7719, -0.0038, -0.7386], [-2.6337, -1.1156, -1.7077], [-3.6718, -0.4370, 0.4838], [-3.7821, -0.1967, 1.9119], [-4.3295, -1.4471, 2.5669], [-3.4690, 1.3014, -1.3021], [-3.2084, 1.6522, -2.6936], [-4.4985, 1.9696, -3.3954], [2.6935, 4.0837, -1.6143], [1.9249, 2.5647, -2.1351], [0.9939, 4.0779, -2.1315], [0.6385, 4.1059, 0.1239], [2.1846, 3.2504, 0.4821], [-1.4371, 0.8390, 0.9908], [-0.6134, -1.4441, -0.4075], [5.3625, -1.6681, -1.1996], [6.0548, -2.5764, -3.4337], [4.4548, -2.4972, -5.3595], [2.1761, -1.5109, -5.0293], [1.2271, 0.9140, 1.8898], [1.6042, 0.4174, 4.2734], [1.2551, -1.5601, 7.3774], [2.3565, -0.9902, 6.0737], [0.9385, 0.0111, 6.5672], [-0.8484, -3.1314, 3.8682], [-1.0560, -2.6756, 1.4137], [-4.4653, 0.6502, 2.0524], [-2.8007, 0.0599, 2.3328], [-4.0064, -1.4948, 3.6102], [-5.4229, -1.4225, 2.5623], [-3.9976, -2.3620, 2.0637], [-2.5533, 2.5212, -2.6411], [-2.6750, 0.8244, -3.1874], [-4.2612, 2.3888, -4.3736], [-5.0757, 1.0546, -3.5520], [-5.0868, 2.6972, -2.8321]], "total_charge": -1, "e_tot_ha": -2783.41842, "homo_energy_ev": -3.901, "orbital_gap_ev": 6.48, "spin_multiplicity": 1, "smiles": "CCOC(=O)[C@H]([C@@H](C1=[S@@](=O)([O-])c2ccccc2S1(=O)=O)c1ccc(OC)cc1)P(=O)(OCC)OCC"}



{"formula": "C23H28O7", "method": "wB97M-V/def2-TZVPD", "elements": ["C", "O", "C", "C", "C", "C", "C", "O", "C", "C", "C", "H", "H", "H", "H", "H", "H", "H", "H", "H", "H", "H", "C", "C", "O", "C", "C", "C", "O", "O", "C", "C", "C", "C", "C", "C", "O", "C", "C", "C", "O", "H", "H", "H", "H", "H", "H", "H", "H", "H", "H", "H", "H", "H", "H", "H", "H", "H"], "coordinates": [[3.9409, -1.3080, 2.6963], [3.2277, -0.0544, 2.7212], [1.8654, -0.0433, 2.7241], [1.2545, 1.2371, 2.7938], [-0.1084, 1.3443, 2.8927], [-0.9356, 0.1949, 2.9262], [-2.3523, 0.3784, 3.0444], [-3.1605, -0.6377, 3.0636], [-4.5584, -0.6192, 2.7001], [-0.3278, -1.0866, 2.7815], [1.0470, -1.2123, 2.6913], [4.9805, -0.9805, 2.6949], [3.7324, -1.9147, 3.5897], [3.7203, -1.8829, 1.7854], [1.9024, 2.1159, 2.7779], [-0.6095, 2.3168, 2.9075], [-2.7673, 1.3926, 3.0554], [-4.7964, -1.6748, 2.5256], [-5.1388, -0.2264, 3.5376], [-4.7327, -0.0281, 1.7946], [-0.9664, -1.9728, 2.7041], [1.5102, -2.2006, 2.5984], [-4.0435, -1.1858, 9.1471], [-2.8603, -0.4786, 8.5653], [-3.3968, 0.3223, 7.4795], [-2.5481, 1.2713, 7.0648], [-2.9379, 2.0442, 5.8740], [-4.2915, 1.9048, 5.3155], [-4.6016, 2.1235, 4.1367], [-5.2324, 1.4629, 6.1646], [-6.5868, 1.4332, 5.6467], [-7.3666, 0.5695, 6.5955], [-2.1381, 3.1502, 5.4757], [-2.5195, 4.0514, 4.4237], [-1.7678, 5.1562, 4.0892], [-0.6011, 5.4910, 4.8186], [0.0031, 6.6699, 4.5201], [1.0855, 7.1430, 5.3575], [-0.1513, 4.5935, 5.8147], [-0.9040, 3.4753, 6.1218], [-1.4979, 1.4212, 7.7110], [-3.7347, -1.8067, 9.9874], [-4.7796, -0.4647, 9.5149], [-4.5059, -1.8264, 8.3935], [-2.3660, 0.1421, 9.3205], [-2.1317, -1.1740, 8.1287], [-6.9732, 2.4608, 5.6188], [-6.5984, 1.0100, 4.6371], [-8.3677, 0.4031, 6.1931], [-6.8815, -0.4064, 6.7214], [-7.4670, 1.0572, 7.5722], [-3.4422, 3.8603, 3.8863], [-2.0819, 5.8040, 3.2749], [1.3354, 8.1080, 4.9158], [0.7641, 7.2664, 6.4021], [1.9463, 6.4615, 5.3133], [0.7731, 4.7748, 6.3671], [-0.5716, 2.8386, 6.9318]], "e_tot_ha": -1419.78523, "homo_energy_ev": -5.720, "orbital_gap_ev": 4.08, "spin_multiplicity": 1, "relative_energy_kcal_mol": 73.1}